# 1
# C19H23ClN2O8S3

A cluster of 3 separate species, C19H23ClN2O8S3 in total (ωB97M-V with the def2-TZVPD basis set, the Open Molecules 2025 dataset).

- ΔE to the lowest compared entry with this formula, charge and spin (kJ/mol) = 0.0
- electronic energy (Ha) = -3103.9281
- structure (SMILES) = CC[C@@H](Cl)c1cccc2c1Sc1ccccc1N2N.O=S1(=O)OCCO1.O=S1(=O)OCCO1
- total charge = 0
- gap between HOMO and LUMO (eV) = 8.7007
- strongest force on any atom (eV/Å) = 0.8
- HOMO energy (Eh) = -0.3090
- LUMO energy (hartree) = 0.01074

Structure (XYZ):
```
56
C19H23ClN2O8S3 (ωB97M-V with the def2-TZVPD basis set)
H -2.20935 1.31432 -0.46300
O -0.49518 5.13481 -1.23800
N -2.38491 -3.26082 3.31803
C -3.68392 -4.14262 -0.84648
H 0.16020 1.07764 -1.75822
H 2.41822 5.13974 0.14792
H 1.02591 0.53408 2.72334
S -1.06675 -3.87512 -0.10412
C -1.57625 2.07970 -0.90285
H 1.93224 6.47320 -1.83494
C 0.60283 -0.30223 2.19111
H -6.61218 -3.16324 0.52592
N -2.45130 -2.35690 2.18904
C -5.54974 -3.28846 0.40573
O 0.58322 2.95528 -0.98371
O 3.74768 7.45945 -1.74031
O 6.08066 6.79766 -1.40864
H 2.59582 -1.77813 -0.68335
C -0.65463 -0.79848 2.46708
C -4.66507 -2.74220 1.31832
H 2.13580 -4.08848 0.65604
S 4.84925 6.31282 -1.91626
C 3.15100 5.88613 -0.13802
H -1.99579 -4.14772 2.99993
O 4.21478 5.26974 -0.88045
S -0.27875 4.10342 -0.28756
C 2.58562 6.92300 -1.08536
H -1.73927 -2.85235 3.98147
H -3.30012 -4.68333 -1.69973
C -0.42416 -2.45010 0.72718
H -5.03586 -2.19496 2.17098
C -1.17319 -1.88316 1.75781
C -0.11141 1.69670 -0.90692
O -1.62044 3.26524 -0.08850
C -5.05612 -3.99350 -0.68947
O 0.26671 4.38890 0.99248
H 0.84157 -4.93256 -1.61091
H 1.90603 -5.95536 -0.68609
Cl 1.05696 -2.28666 -2.31440
C 1.86136 -5.03748 -1.26986
H 0.17414 1.19746 0.01681
H -5.73416 -4.41421 -1.41288
C 1.76296 -2.46771 -0.67683
H 3.57192 6.34589 0.75846
H 2.05770 7.72040 -0.57131
C 2.33957 -3.87890 -0.38926
H 3.41833 -3.82607 -0.48915
C -3.28518 -2.90065 1.17738
C 0.84774 -1.94721 0.40447
C 1.33279 -0.87733 1.15975
H 2.30440 -0.48606 0.89220
C -2.80277 -3.61097 0.08788
H -1.26244 -0.35581 3.24117
O 4.75442 5.75744 -3.21768
H 2.52483 -5.18315 -2.11307
H -1.93572 2.32887 -1.90312
```

# 2
# C19H23ClN4O

An isolated molecule of C19H23ClN4O (ωB97M-V with the def2-TZVPD basis set, the Open Molecules 2025 dataset).

- ΔE to the lowest compared entry with this formula, charge and spin (kJ/mol) = 12.5
- electronic energy (Ha) = -1492.2998
- structure (SMILES) = O=C(NCCN1CCN(c2ccccc2)CC1)Nc1ccc(Cl)cc1
- total charge = 0
- gap between HOMO and LUMO (eV) = 8.3342
- strongest force on any atom (eV/Å) = 0.5
- HOMO energy (Eh) = -0.2886
- LUMO energy (hartree) = 0.01766

Structure (XYZ):
```
48
C19H23ClN4O (ωB97M-V with the def2-TZVPD basis set)
H 1.19913 3.11585 -2.26149
H -0.87482 2.62717 -1.06043
C -0.76538 0.08835 -0.49035
C 2.71391 1.42905 -0.84282
H -2.69103 -1.65306 -1.54492
C 3.48768 4.95062 -1.19780
C -5.20912 -6.09708 2.61826
H 6.44180 6.24741 -0.17832
C 5.65637 4.33605 0.39804
H -1.69077 0.56268 -0.83428
H 6.49821 4.09009 1.02930
C 5.62582 5.54737 -0.27393
H 4.49448 6.78431 -1.60224
N -1.90243 -2.03262 -1.04519
H -0.00201 2.52078 0.49107
H -4.03659 -3.05256 -0.69391
C 4.53317 5.84614 -1.06701
H 0.97502 4.25875 -0.90356
H 1.80137 -0.48101 -0.48986
C -0.66397 -1.29590 -1.14674
N 2.44580 2.82643 -0.57659
H -0.40332 -1.17459 -2.20079
H -2.23407 -4.58070 2.12753
Cl -5.97993 -7.22623 3.67920
O -1.24285 -3.20549 0.77691
H -3.33179 -6.18947 3.63953
C -5.30771 -4.64329 0.72638
C 1.18767 3.22104 -1.16439
C 1.59468 0.56616 -0.26889
C 0.07281 2.34243 -0.59647
H 3.66663 1.13794 -0.40425
H 2.66222 5.20738 -1.84348
C -5.92657 -5.54399 1.57010
H 0.09279 -1.90510 -0.65148
H -0.83242 -0.03165 0.60466
C -3.97287 -4.28613 0.91798
H -5.86722 -4.21184 -0.09202
H -6.95890 -5.81575 1.41607
H 4.64717 2.51618 0.83602
C 3.50548 3.72602 -0.52576
H 1.55620 0.69556 0.82692
C -2.11663 -2.88773 0.00267
C -3.88274 -5.75316 2.82149
H 2.76284 1.25377 -1.93057
C -3.26519 -4.85130 1.97635
N 0.33533 0.94462 -0.88696
C 4.61350 3.44115 0.28024
N -3.41177 -3.36464 0.03579
```

# 3
# C19H23ClN6O2

An isolated molecule of C19H23ClN6O2 in a non-equilibrium geometry (ωB97M-V with the def2-TZVPD basis set, the Open Molecules 2025 dataset).

- ΔE to the lowest compared entry with this formula, charge and spin (kJ/mol) = 102.8
- electronic energy (Ha) = -1677.0666
- structure (SMILES) = CCOC(=O)CNc1nc(C(C)(C)C)nc2c1nnn2Cc1ccccc1Cl
- total charge = 0
- gap between HOMO and LUMO (eV) = 9.4571
- strongest force on any atom (eV/Å) = 1.6
- HOMO energy (Eh) = -0.3232
- LUMO energy (hartree) = 0.02431

Structure (XYZ):
```
51
C19H23ClN6O2 (ωB97M-V with the def2-TZVPD basis set)
C 4.82210 0.96654 1.28885
H 1.38550 3.96928 -0.61182
C -3.97117 0.06597 1.72435
N -2.89515 -0.88098 1.65102
H -3.38341 -1.82265 -2.66173
N 1.20388 -2.07538 -0.04381
H -3.12191 -1.86393 1.62525
H -4.07186 0.57444 -2.40738
C -0.11564 2.58983 0.08750
H -3.54989 1.03242 2.01801
C 4.41048 -0.14204 2.00932
O -5.66981 0.97628 0.27426
C 3.69371 -1.14219 1.37990
O -4.09520 -0.37302 -0.59039
Cl 3.42885 0.23759 -2.35431
H 5.37869 1.75466 1.77263
H -4.70174 -0.24411 2.47405
C 1.27983 2.89904 -0.44871
C -4.43482 -1.54747 -2.65159
H 4.64469 -0.22607 3.05952
H 2.48352 -2.00977 -1.68050
C 0.44727 -0.97734 0.18580
C -0.33946 3.31629 1.41762
C -1.18035 3.03022 -0.92491
N 0.70133 0.30858 -0.04642
H -4.78505 -1.44321 -3.67427
H -4.99642 -2.34017 -2.16394
H -1.12119 4.10425 -1.08574
C -4.69241 0.28729 0.39389
H 2.92143 -3.13445 -0.36707
C -4.62112 -0.23418 -1.91325
C 2.53218 -2.13853 -0.59471
C 3.37539 -1.05918 0.02927
H 0.40751 3.00894 2.14659
H 1.44781 2.38014 -1.38773
N 0.53112 -3.16433 0.35878
H 4.82819 1.93093 -0.62602
H 3.36442 -2.00618 1.93938
H -2.17186 2.78178 -0.55477
C -0.73644 -1.49164 0.75143
H -5.67719 0.04694 -1.84457
H -0.26274 4.39136 1.27221
N -0.60800 -2.84281 0.82231
C -0.28555 1.10686 0.31505
N -1.45345 0.74102 0.85120
H -1.02650 2.52698 -1.87733
C 4.51713 1.06954 -0.05576
C 3.79454 0.06285 -0.67694
C -1.72219 -0.53760 1.07858
H -1.32499 3.08127 1.80940
H 2.03765 2.57060 0.25820
```

# 4
# C19H23F3O10P2

A cluster of 3 separate species, C19H23F3O10P2 in total in a non-equilibrium geometry (ωB97M-V with the def2-TZVPD basis set, the Open Molecules 2025 dataset).

- electronic energy (Ha) = -2472.4433
- structure (SMILES) = C#Cc1cccc2c1C(=O)C(C(F)(F)F)=CC2=O.COP(=O)(OC)OC.COP(=O)(OC)OC
- total charge = 0
- gap between HOMO and LUMO (eV) = 6.9597
- strongest force on any atom (eV/Å) = 8.0
- HOMO energy (Eh) = -0.3225
- LUMO energy (hartree) = -0.06670

Structure (XYZ):
```
57
C19H23F3O10P2 (ωB97M-V with the def2-TZVPD basis set)
H -3.63931 1.49469 -1.22048
H -2.97953 -4.82255 1.49711
C 5.51993 1.14417 3.66774
H 5.30151 1.48788 4.68352
O -0.58047 -1.25312 1.34214
O 2.88087 2.69759 4.06683
C -2.02289 -1.88288 3.71033
F 1.92440 1.91714 -5.56241
H -2.93847 -5.05375 -0.25781
H 6.48050 1.54953 3.36002
C -1.48942 0.46223 -3.63253
C -4.19391 0.29910 -2.89116
H 1.99680 0.50329 5.67666
H 0.29850 0.22397 5.25797
H -4.43234 -0.91618 -4.63783
F 2.12342 0.10359 -6.74984
O -2.88112 -3.09532 0.35082
O -2.54065 -1.86152 -6.15237
H 4.44341 4.04905 3.89680
H -1.45290 -4.62031 0.60387
C -1.96885 -0.91543 -5.67024
H 5.57242 0.05520 3.65301
C -3.73974 -0.34269 -4.03620
C -2.41420 -0.24904 -4.40970
H 0.49265 -3.03897 1.60133
F 0.80889 1.66492 -7.40217
H -5.23198 0.21426 -2.60450
C 0.58235 -2.07138 1.09732
C -3.29106 1.00336 -2.11811
H 0.42827 2.21387 0.08254
C -1.94229 1.08716 -2.46481
C 0.09763 0.38502 -5.58959
O 1.43245 0.90815 3.68861
C -2.53120 -4.47576 0.56857
H 0.71348 -2.22358 0.02613
C 1.26987 1.03921 -6.29759
P 2.90950 1.37683 3.11065
H 1.44766 -1.54541 1.49142
H -2.38989 -0.86964 3.54593
O -2.94718 -0.73942 0.99938
P -2.06005 -1.90989 1.08417
H -0.98899 -1.84794 4.06129
O 2.41525 1.60889 1.72783
C -0.78141 -0.29166 -6.31706
O 0.87687 0.60049 -3.36917
C 3.40847 3.92735 3.57461
H 2.81449 4.73088 4.00557
H 3.35220 3.97819 2.48796
H -2.63167 -2.36735 4.47183
O -2.10897 -2.66649 2.52706
O 4.52510 1.61554 2.73955
C -0.07075 0.49993 -4.10097
H -0.63468 -0.36068 -7.38793
C -1.03861 1.79577 -1.59972
C -0.24147 2.02238 -0.73087
H 0.89449 1.88126 5.44218
C 1.15261 0.88009 5.10233
```